Entry 1:
Molecular formula: C8H18O2
Method: DFT, ωB97M-V/def2-TZVPD

The geometry in ORCA input format:
```
! wB97M-V def2-TZVPD RIJCOSX def2/J DEFGRID3
* xyz 0 1
O -2.0970 2.1246 0.7255
O -2.9241 0.2568 -0.2335
C 0.6662 -0.2770 1.9178
C -0.4140 -1.9160 0.3259
C 0.1831 0.4515 -0.4420
C -1.9402 0.7563 0.6248
C 2.2435 -1.0914 -0.6393
C 0.2351 -0.5690 0.4988
C 0.8840 1.7639 -0.1816
C -0.2563 0.2619 -1.8661
H 1.7971 1.6339 0.3974
H -0.7025 -0.7091 -2.0670
H -0.6316 -2.1642 -0.7104
H -2.6232 -0.5436 -0.6756
H -0.9937 1.0290 -2.1224
H 2.6805 -1.6929 0.1544
H -2.0300 0.3451 1.6343
H 1.9511 -1.6836 -1.5028
H 0.5092 0.7622 2.2032
H 1.1468 2.2566 -1.1185
H 0.2514 -2.6871 0.7202
H 2.8681 -0.2401 -0.8977
H -1.3387 -1.9760 0.9102
H 0.5953 0.3838 -2.5385
H 1.7281 -0.5010 2.0417
H 0.1136 -0.8992 2.6243
H 0.2365 2.4375 0.3861
H -2.1382 2.4872 -0.1695
*
```

Calculated values
- LUMO energy (spin up / spin down) (Ha) = 0.024 / 0.024
- E (eV) = -12677.85246
- orbital gap (spin up / spin down) (eV) = 7.04 / 7.31
- largest force on an atom (Eh/bohr) = 0.0352
- ΔE to the lowest compared entry with this formula, charge and spin (kJ/mol) = 563.8
- HOMO level (spin up / spin down) (eV) = -6.40 / -6.66

Atomic partial charges in e from the natural (NBO) method, atoms 1 to 2:
1. O -0.71
2. O -0.75

=====

Entry 2:
Molecular formula: C8H18S2
Method: DFT, ωB97M-V/def2-TZVPD

The geometry in ORCA input format:
```
! wB97M-V def2-TZVPD RIJCOSX def2/J DEFGRID3
* xyz 0 1
S 2.0235 1.2220 -1.5382
S 0.5845 2.5518 -0.9765
C -1.2398 -2.2617 -0.8598
C -2.2948 -0.4364 0.5238
C -0.4478 -1.8498 1.4987
C 2.8558 0.8780 0.0273
C -1.0960 -0.4640 1.4743
C 1.4786 4.1204 -1.0187
C -1.8880 -0.8759 -0.8842
C -0.0410 -2.2893 0.0907
H -2.7350 0.5789 0.4943
H -1.1604 -0.1473 -1.2907
H 3.6383 0.1268 -0.1728
H 0.3992 -3.3046 0.1202
H 0.4345 -1.8466 2.1672
H 0.7344 -1.5973 -0.2906
H -1.4113 -0.1722 2.4946
H -2.7703 -0.8791 -1.5528
H -3.0702 -1.1284 0.9050
H -0.9245 -2.5535 -1.8801
H 2.3067 4.1456 -0.2905
H 3.3324 1.7784 0.4503
H -1.1754 -2.5784 1.9051
H 1.8867 4.3247 -2.0228
H -0.3480 0.2753 1.1289
H -1.9879 -3.0010 -0.5144
H 2.1559 0.4667 0.7740
H 0.7601 4.9170 -0.7621
*
```

Calculated values
- LUMO energy (Ha) = 0.028
- E (eV) = -30259.01688
- orbital gap (eV) = 9.74
- largest force on an atom (Eh/bohr) = 0.0133
- ΔE to the lowest compared entry with this formula, charge and spin (kJ/mol) = 0.0
- structure (SMILES) = C1CCCCC1.CSSC
- HOMO level (eV) = -8.98

Atomic partial charges in e from the natural (NBO) method, atoms 1 to 2:
1. S 0.09
2. S 0.09

=====

Entry 3:
Molecular formula: C8H19Al2ClF2MgN2O14PS2
Method: DFT, ωB97M-V/def2-TZVPD

The geometry in ORCA input format:
```
! wB97M-V def2-TZVPD RIJCOSX def2/J DEFGRID3
* xyz -1 1
Cl -1.0461 6.2064 -3.2776
S -0.2666 -2.1276 -3.2827
S 1.5710 1.6420 0.8741
P 0.3701 0.3015 0.1356
Al -0.6415 -3.1573 -0.5445
Al -5.6124 -1.1671 2.0298
Mg 2.0936 -0.7875 -2.4182
F 2.5310 -0.8669 -0.5708
F -3.1935 -2.9612 -0.3134
O -0.3050 -1.5983 -1.8575
O -1.4857 1.7541 -2.7170
O 1.1458 -1.6093 -3.7782
O -1.9430 5.0848 -3.0315
O -1.7734 7.2299 -3.9797
O 5.8076 -1.6393 -3.8627
O 0.0607 5.7491 -4.0766
O -3.0044 1.8927 -1.1044
O -1.3072 -1.5548 -4.0770
O -1.0724 1.1315 7.2471
O -0.2725 -3.5729 -3.2695
O -0.5691 6.7150 -2.0194
O -1.1576 3.1066 -1.2203
O 8.0005 -2.7369 -1.4097
N -0.8183 0.1434 2.4738
N -3.0513 -1.3318 1.3945
C -2.0944 0.0074 3.2661
C 6.9986 -2.0995 -1.6640
C -1.2114 0.2834 1.0521
C -2.6899 -1.3316 2.7942
C 6.7987 -2.2781 -3.5613
C -1.8846 0.1093 4.7548
C -1.9558 2.2397 -1.6571
C -2.0802 -0.8624 0.4940
H 6.7938 -3.3755 -3.7055
H -1.7230 1.2142 0.8430
H -0.2869 0.9752 2.7714
H 6.9949 -0.9979 -1.5555
H -1.3650 1.0299 4.9970
H -0.2865 1.1264 6.6836
H -2.5873 -0.4471 -0.3670
H -1.5423 -1.7278 0.1043
H -3.5774 -1.4851 3.4210
H -0.2349 -0.6748 2.6549
H -1.9902 -2.1245 3.0586
H 0.0897 0.5845 -1.2081
H -2.7153 0.8313 2.9255
H -1.3793 -0.7465 5.1831
H -2.8574 0.2188 5.2167
H -3.9464 -0.9092 1.2251
H 7.7836 -1.9516 -3.9465
H 6.0086 -2.4539 -1.3160
H 0.8804 -1.0007 0.1911
*
```

Calculated values
- LUMO energy (Ha) = -0.104
- E (eV) = -107786.57335
- orbital gap (eV) = 1.57
- largest force on an atom (Eh/bohr) = 0.1158
- HOMO level (eV) = -4.39

Atomic partial charges in e from the natural (NBO) method, atoms 1 to 2:
1. Cl 2.54
2. S 2.58

=====

Entry 4:
Molecular formula: C8H19B3ClO11PS2
Method: DFT, ωB97M-V/def2-TZVPD

The geometry in ORCA input format:
```
! wB97M-V def2-TZVPD RIJCOSX def2/J DEFGRID3
* xyz 0 1
Cl -2.2068 -0.6681 7.7512
S -3.4993 1.8549 3.9284
S 1.6099 1.3201 7.1064
P 1.4757 1.1589 5.1924
O -0.6381 1.1081 -3.9724
O -0.8032 -0.7202 -5.2858
O -1.0375 0.5140 3.8131
O -2.7386 -0.5671 5.0848
O 0.7413 -2.0456 -0.4122
O 2.7593 0.4775 4.5108
O 2.1598 -3.6501 -0.1576
O 2.3245 -1.8458 1.1876
O -2.2319 0.8703 -5.5586
O -0.4747 -0.8620 5.6647
O 1.3095 2.5669 4.4593
C -2.7466 2.1731 -5.2345
C 3.3109 -4.2027 0.4894
C 0.3419 -1.2677 -4.6252
C -1.9437 3.2707 -5.8963
C -1.1723 0.4840 -4.8536
C 1.7895 -2.4553 0.2942
C 1.0629 0.3593 -0.6857
C 0.2363 -0.7426 -0.0639
B -0.1580 0.1685 4.8182
B -2.3494 0.4971 4.2810
B -1.7932 -0.7542 6.0723
H 0.1838 -0.6466 1.0198
H 2.5268 -0.2201 3.8845
H 4.2007 -3.6321 0.2300
H 3.1811 -4.2130 1.5688
H -2.7749 2.2955 -4.1528
H 0.2050 -1.2691 -3.5461
H 2.1386 3.0566 4.5009
H 2.0739 0.3690 -0.2796
H -0.7801 -0.7202 -0.4515
H 0.6033 1.3284 -0.4951
H -2.4116 4.2381 -5.7149
H -0.9282 3.2996 -5.5035
H 3.4022 -5.2181 0.1176
H 0.4333 -2.2876 -4.9845
H 1.1307 0.2161 -1.7642
H 1.2354 -0.7023 -4.8848
H -4.0894 1.7930 5.1222
H -3.7702 2.1663 -5.6027
H -1.8887 3.1045 -6.9724
*
```

Calculated values
- LUMO energy (Ha) = 0.004
- E (eV) = -76648.55568
- orbital gap (eV) = 9.02
- largest force on an atom (Eh/bohr) = 0.0258
- ΔE to the lowest compared entry with this formula, charge and spin (kJ/mol) = 0.0
- HOMO level (eV) = -8.91

Atomic partial charges in e from the natural (NBO) method, atoms 1 to 2:
1. Cl -0.13
2. S -0.19

=====

largest force on an atom of number 3 (C8H19Al2ClF2MgN2O14PS2)?
0.1158 Eh/bohr